ORCA calculation (ωB97M-V/def2-TZVPD) on a 9-piece molecular cluster, C41H88F6N4O7 overall.

Computed properties:
Total charge: 0
SMILES string: CCOC(=O)C(F)(F)F.CCOC(=O)C(F)(F)F.CCN(CC)CC.CCN(CC)CC.CCN(CC)CC.CCN(CC)CC.CC(C)=O.CC(C)=O.CC(C)=O
Lowest unoccupied orbital energy, Ha: 0.01130
HOMO level, Eh: -0.308

Each line ends with the Mulliken charge.
Atoms and positions in Å:
C1 -1.08 2.89 4.66  -1.59
C2 -0.08 3.37 3.63  0.30
N1 -0.67 4.15 2.55  -0.10
C3 -1.33 3.18 1.67  0.02
C4 -2.00 3.75 0.46  -1.97
C5 0.36 4.90 1.78  0.20
C6 1.24 5.94 2.58  -1.50
H1 -1.57 3.82 4.93  0.43
H2 -0.66 2.48 5.58  0.33
H3 -1.79 2.16 4.27  0.28
H4 0.55 4.12 4.11  0.52
H5 0.47 2.52 3.23  -0.14
H6 -0.64 2.41 1.31  0.24
H7 -2.06 2.61 2.25  0.31
H8 -1.28 4.10 -0.28  0.36
H9 -2.56 2.93 0.01  0.51
H10 -2.66 4.60 0.66  0.39
H11 -0.16 5.38 0.95  0.44
H12 1.14 4.26 1.37  -0.09
H13 0.67 6.39 3.40  0.43
H14 1.65 6.76 1.99  0.37
H15 2.06 5.50 3.14  0.25
C7 1.75 -2.92 -5.26  -0.84
C8 0.92 -2.42 -6.41  -0.81
N2 -0.49 -2.17 -6.07  0.00
C9 -0.61 -0.98 -5.21  0.09
C10 0.03 0.26 -5.90  -1.60
C11 -1.20 -3.28 -5.42  0.12
C12 -1.16 -4.49 -6.34  -1.59
H16 1.81 -2.13 -4.51  0.10
H17 2.69 -3.24 -5.72  0.42
H18 1.34 -3.84 -4.85  0.25
H19 1.36 -1.51 -6.83  0.44
H20 0.89 -3.16 -7.21  0.46
H21 -1.66 -0.79 -5.02  -0.18
H22 -0.06 -1.16 -4.28  0.36
H23 -0.18 0.22 -6.97  0.49
H24 -0.38 1.20 -5.52  0.34
H25 1.09 0.37 -5.67  0.29
H26 -2.25 -3.04 -5.28  0.20
H27 -0.75 -3.57 -4.48  0.22
H28 -1.57 -4.23 -7.32  0.31
H29 -1.77 -5.27 -5.87  0.49
H30 -0.17 -4.93 -6.39  0.32
C13 7.29 0.66 1.32  -1.41
C14 5.91 1.01 1.90  -0.06
N3 5.01 1.63 0.92  0.32
C15 4.42 0.72 -0.06  0.03
C16 4.05 1.45 -1.32  -1.32
C17 3.99 2.43 1.55  0.79
C18 4.55 3.81 1.88  -1.19
H31 7.82 1.57 1.03  0.33
H32 7.20 0.07 0.41  0.33
H33 7.94 0.15 2.03  0.42
H34 5.42 0.19 2.42  -0.06
H35 6.23 1.77 2.61  0.40
H36 5.15 -0.08 -0.22  0.61
H37 3.58 0.17 0.35  -0.25
H38 3.42 0.83 -1.97  0.26
H39 3.46 2.34 -1.13  0.24
H40 4.93 1.83 -1.84  0.37
H41 3.57 2.03 2.48  -0.50
H42 3.10 2.51 0.93  -0.07
H43 3.90 4.44 2.48  0.14
H44 4.87 4.42 1.03  0.33
H45 5.45 3.65 2.47  0.34
C19 0.78 -2.77 0.33  -1.16
C20 1.25 -1.33 0.31  0.39
N4 0.24 -0.30 0.40  1.07
C21 -0.58 -0.13 -0.83  -0.30
C22 0.39 0.27 -1.96  -1.07
C23 -0.69 -0.50 1.54  -1.31
C24 -0.01 -0.46 2.94  0.85
H46 0.40 -2.99 1.33  -0.02
H47 1.61 -3.45 0.17  0.47
H48 -0.01 -2.96 -0.39  0.11
H49 1.82 -1.21 1.23  -0.81
H50 1.95 -1.18 -0.52  0.70
H51 -1.34 0.64 -0.71  0.40
H52 -1.05 -1.08 -1.10  0.00
H53 1.06 1.01 -1.52  0.22
H54 -0.09 0.69 -2.85  0.38
H55 1.06 -0.51 -2.31  0.12
H56 -1.44 0.28 1.54  0.63
H57 -1.28 -1.41 1.47  0.12
H58 0.64 0.41 2.91  -0.37
H59 -0.82 -0.43 3.68  0.33
H60 0.69 -1.28 3.08  -0.78
C25 3.27 -0.33 4.39  -0.38
C26 3.01 -1.30 5.56  -0.93
O1 1.64 -1.72 5.59  -0.22
C27 0.69 -1.13 6.35  0.47
O2 0.83 -0.02 6.84  -0.59
C28 -0.74 -1.73 6.24  0.88
F1 -0.83 -2.68 5.33  -0.18
F2 -1.07 -2.24 7.42  -0.31
F3 -1.60 -0.78 5.98  -0.22
H61 3.00 -0.76 3.43  -0.18
H62 4.34 -0.15 4.33  0.55
H63 2.79 0.64 4.53  0.36
H64 3.20 -0.91 6.56  0.48
H65 3.72 -2.10 5.38  0.31
C29 -3.22 2.88 -3.38  -0.84
C30 -4.65 2.81 -3.82  -0.09
O3 -4.97 3.82 -4.74  -0.27
C31 -6.22 4.02 -5.22  0.32
O4 -7.17 3.32 -4.97  -0.53
C32 -6.30 5.31 -6.11  0.88
F4 -6.19 4.90 -7.36  -0.24
F5 -7.44 5.98 -5.83  -0.23
F6 -5.27 6.10 -5.90  -0.23
H66 -3.04 3.87 -2.97  0.36
H67 -2.53 2.74 -4.22  0.30
H68 -2.92 2.16 -2.62  0.08
H69 -5.21 2.88 -2.89  0.33
H70 -4.92 1.85 -4.26  0.16
C33 2.12 -4.52 3.44  -0.67
C34 3.56 -4.55 3.26  0.78
O5 4.27 -3.57 3.38  -0.54
C35 4.13 -5.93 2.86  -1.26
H71 1.84 -5.18 4.26  0.49
H72 1.58 -4.92 2.58  0.43
H73 1.85 -3.48 3.63  -0.29
H74 4.62 -6.36 3.73  0.32
H75 4.85 -5.97 2.03  0.35
H76 3.33 -6.61 2.58  0.34
C36 -3.31 -4.05 2.28  -1.11
C37 -3.86 -3.08 3.29  1.02
O6 -3.79 -3.32 4.47  -0.57
C38 -4.69 -1.95 2.79  -0.95
H77 -4.14 -4.57 1.79  0.40
H78 -2.66 -4.79 2.74  0.28
H79 -2.74 -3.55 1.50  0.17
H80 -4.03 -1.21 2.33  0.10
H81 -5.16 -1.37 3.57  0.33
H82 -5.37 -2.35 2.03  0.35
C39 -6.19 -0.91 -2.70  -0.99
C40 -4.81 -1.14 -2.18  0.65
O7 -4.54 -1.04 -1.00  -0.53
C41 -3.82 -1.59 -3.22  -0.55
H83 -6.10 0.03 -3.25  0.11
H84 -6.94 -0.82 -1.91  0.33
H85 -6.49 -1.65 -3.45  0.35
H86 -4.12 -2.54 -3.65  0.44
H87 -2.92 -1.64 -2.61  -0.02
H88 -3.75 -0.83 -4.00  0.27